[1]
{"formula": "C9H23BrCl10N4O9Sn", "method": "ωB97M-V/def2-TZVPD", "lumo_ev": -2.695, "homo_lumo_gap_ev": 5.9, "homo_energy_ha": -0.315, "elements": ["O", "Cl", "C", "H", "Cl", "Cl", "H", "H", "H", "C", "H", "H", "O", "C", "C", "O", "O", "H", "H", "O", "Cl", "H", "O", "Cl", "N", "H", "N", "N", "C", "C", "O", "Cl", "O", "C", "H", "H", "H", "Cl", "H", "O", "H", "N", "Cl", "H", "H", "Cl", "H", "H", "Cl", "H", "Br", "C", "H", "H", "H", "Sn", "C"], "xyz": [[2.207, 2.683, -2.506], [6.098, 1.587, 0.720], [-3.285, 0.312, 0.391], [4.192, -0.769, 3.784], [3.712, 0.090, 6.027], [-0.813, 1.415, 3.419], [4.008, 2.211, -0.251], [0.168, -3.570, 2.047], [2.465, -1.518, 0.802], [4.516, 2.431, 0.687], [3.655, -2.039, 4.856], [-3.687, -0.640, 0.045], [-1.339, 2.504, -4.976], [-5.054, -2.460, 2.652], [-0.158, 2.230, 2.034], [1.420, -4.976, 0.444], [0.859, 1.186, -3.413], [-0.970, -3.158, 0.717], [-5.235, -3.535, 2.647], [-2.126, 0.812, -3.912], [-3.442, -2.219, 3.449], [4.095, -0.823, 0.969], [0.434, -3.851, -1.137], [-3.231, 1.414, -0.982], [-2.270, 1.711, -4.714], [0.622, -2.270, 0.907], [0.710, -4.095, 0.031], [1.138, 2.070, -2.623], [0.075, -3.205, 1.024], [-0.027, 2.619, -1.813], [4.656, -1.615, -1.379], [-6.291, -1.677, 3.655], [-0.023, -0.193, -0.551], [3.526, -0.982, 4.621], [0.199, 1.504, 1.303], [-4.361, 1.368, -4.774], [-3.530, 1.681, -6.380], [3.533, 2.019, 2.133], [-4.987, -2.010, 1.661], [2.514, -1.593, -1.756], [0.206, 2.348, -0.783], [3.513, -1.375, -1.036], [-1.489, 3.168, 1.417], [2.672, 0.019, 0.155], [-0.102, 3.694, -1.978], [1.967, -0.865, 3.784], [-3.846, 2.997, -5.160], [-0.900, 2.113, -2.226], [-4.239, 1.021, 1.745], [4.776, 3.489, 0.656], [-3.701, -3.207, -1.648], [-3.619, 1.944, -5.326], [-2.295, 0.046, 0.761], [0.675, 2.882, 2.297], [-0.482, -0.295, 0.306], [-0.333, -1.723, -3.140], [3.225, -0.906, 0.317]], "atomic_forces_ev_per_a": [[-1.09, -1.70, -0.42], [-0.51, 0.00, -0.05], [-0.11, -0.44, 0.51], [0.53, 0.49, 0.73], [-0.07, -0.52, -0.75], [0.30, -0.86, 0.98], [-0.16, -0.40, 0.35], [0.20, -0.29, -0.35], [0.29, -0.37, -0.40], [0.63, 0.26, -0.06], [-0.02, 0.33, 0.57], [-0.52, 0.25, 0.02], [-2.20, -1.27, -0.09], [0.63, 0.09, 0.69], [0.47, 0.13, -0.15], [0.22, -0.16, -0.72], [1.18, -0.41, 0.19], [0.07, 0.46, 0.07], [-0.02, 0.31, -0.18], [-0.44, -0.82, -0.21], [-0.32, -0.16, -0.42], [0.09, 0.09, -0.61], [0.46, -0.32, -0.50], [-0.01, -0.11, 0.00], [2.15, 1.79, 0.21], [-0.58, 0.22, -0.06], [-0.50, 0.17, 0.78], [-0.47, 2.18, 0.29], [-0.24, 0.23, 0.19], [0.32, -0.61, -0.47], [-0.92, 0.54, 0.38], [0.01, -0.13, -0.41], [0.15, -0.51, -0.91], [0.16, -0.46, -0.89], [-0.25, 0.00, -0.08], [0.33, -0.29, -0.23], [-0.16, 0.13, 0.16], [0.32, 0.29, -0.72], [-0.23, -0.13, 0.24], [1.25, 0.43, 0.60], [-0.39, 0.08, -0.22], [-0.38, -1.79, -1.35], [-0.14, 0.85, -0.91], [0.26, 0.25, 0.21], [0.39, -0.12, 0.07], [-0.59, 0.16, 0.28], [0.23, -0.03, -0.38], [0.17, 0.01, 0.57], [0.24, -0.54, -0.59], [-0.32, -0.11, 0.48], [1.16, 0.60, -0.40], [0.09, 0.18, 0.47], [-0.04, 0.72, -0.05], [-0.25, -0.03, 0.19], [-0.02, -0.41, -0.90], [-0.59, 1.04, 3.49], [-0.79, 0.73, 0.75]]}

=====

[2]
{"formula": "C2H4N4", "method": "ωB97M-V/def2-TZVPD", "smiles": "Cn1ncnn1", "lumo_ev": 0.891, "homo_lumo_gap_ev": 11.6, "homo_energy_ha": -0.394, "elements": ["C", "H", "N", "N", "C", "N", "N", "H", "H", "H"], "xyz": [[-1.800, -0.458, 0.048], [1.536, -0.296, 1.071], [-0.545, 1.279, -0.155], [0.176, 0.163, -0.145], [1.571, 0.085, 0.028], [-0.546, -0.956, -0.106], [-1.809, 0.799, 0.069], [2.249, 1.088, 0.015], [-2.635, -0.937, -0.172], [1.804, -0.766, -0.653]], "atomic_forces_ev_per_a": [[4.99, -1.12, -0.52], [1.26, 0.11, -0.48], [-1.22, -2.32, 1.86], [-3.28, 1.19, -1.03], [2.14, 0.05, 0.96], [0.13, 0.48, 0.36], [0.77, 5.95, -1.15], [-2.21, -2.49, -0.51], [-3.54, -2.77, -0.03], [0.96, 0.93, 0.55]]}

=====

[3]
{"formula": "C37H49ClIrN6O2S2Si2", "method": "ωB97M-V/def2-TZVPD", "charge": 1, "lumo_ev": [-4.056, -4.121], "homo_lumo_gap_ev": [4.4, 4.3], "homo_energy_ha": [-0.311, -0.308], "elements": ["H", "H", "H", "C", "H", "C", "H", "C", "C", "C", "C", "C", "C", "H", "C", "C", "C", "C", "N", "C", "H", "H", "C", "C", "C", "H", "C", "H", "H", "C", "H", "H", "C", "Cl", "H", "Si", "H", "N", "H", "H", "Ir", "H", "H", "H", "C", "C", "N", "C", "H", "O", "C", "C", "H", "H", "O", "C", "C", "H", "C", "H", "Si", "H", "N", "H", "H", "H", "N", "H", "H", "C", "S", "C", "H", "H", "C", "S", "H", "H", "C", "H", "H", "C", "H", "H", "H", "H", "H", "H", "C", "C", "H", "H", "H", "C", "N", "H", "H", "C", "C", "H"], "xyz": [[2.169, 0.812, -3.290], [3.593, -0.182, -3.606], [1.287, 5.281, 1.018], [-1.878, -0.112, -2.946], [0.094, -6.126, -0.085], [-1.764, 2.324, -5.550], [3.297, 0.045, 5.130], [-1.115, -1.586, 4.230], [0.536, 1.656, -5.442], [4.258, -1.646, -1.034], [1.315, 0.021, 2.340], [1.715, 0.041, 3.694], [-1.379, 3.654, -5.586], [-0.311, 1.643, 4.892], [-0.810, 1.318, -5.448], [-0.640, -2.984, -1.068], [-3.042, -0.043, 2.624], [-0.618, 3.355, -0.790], [-4.204, -0.087, -2.276], [-0.205, 4.761, -0.337], [3.610, -2.526, -1.005], [-3.668, -0.080, 3.517], [0.926, 2.987, -5.485], [0.458, -2.930, 0.957], [-4.544, 0.049, -3.686], [3.539, 2.392, -1.063], [-7.112, 3.232, -1.630], [-3.310, 0.850, 2.061], [4.893, -1.678, -0.151], [-1.237, -0.129, -5.316], [2.050, -0.952, -3.242], [-7.648, 3.789, -2.387], [4.217, 1.535, -1.073], [-1.252, -5.201, -2.453], [4.447, -0.060, 1.036], [3.224, -0.069, -1.202], [0.956, 0.055, 4.458], [1.938, -0.048, 0.022], [-3.768, -0.558, -5.584], [4.847, 1.603, -0.188], [-0.129, -0.059, -0.148], [0.267, 5.028, -5.537], [0.509, 2.910, 0.641], [-0.125, 4.818, 1.729], [3.035, 0.032, 4.080], [0.554, -4.309, 0.983], [-0.127, -2.291, -0.054], [2.323, -0.012, 1.349], [-7.472, 4.675, -0.085], [-0.012, 2.410, -0.050], [-5.286, -0.096, -1.295], [3.668, -0.024, 1.779], [1.281, 0.871, -5.405], [-4.529, 1.104, -3.976], [-1.367, 3.111, -1.689], [-6.326, 3.005, 0.624], [-1.180, 1.570, 4.241], [-4.900, -0.527, -0.373], [-6.547, 2.007, -1.951], [-1.728, -0.464, -6.229], [-1.253, -0.004, 3.195], [0.858, -2.316, 1.754], [0.493, 4.662, 0.943], [-5.224, 1.214, 1.052], [-2.129, 4.430, -5.656], [-1.994, -1.670, 4.873], [-2.193, -0.325, -4.230], [4.909, -1.744, -1.906], [-1.084, 5.405, -0.325], [-2.910, -0.059, -1.933], [-0.260, 0.049, -2.514], [-3.559, -0.730, -4.531], [-6.251, 3.379, 1.637], [-2.818, 2.072, -5.610], [2.688, -0.102, -3.001], [-2.476, 0.070, -0.312], [-3.272, -0.918, 2.017], [-1.104, -2.428, -1.870], [-0.578, -4.364, -1.109], [5.072, -0.012, 3.387], [-2.068, 1.616, 4.877], [-7.009, 3.732, -0.340], [1.978, 3.238, -5.475], [-0.237, -1.630, 4.872], [-3.680, -1.800, -4.325], [4.865, 1.636, -1.946], [-0.355, -0.754, -5.152], [-5.548, -0.343, -3.846], [-5.747, 1.787, 0.297], [0.032, -5.047, -0.067], [-6.071, -0.751, -1.679], [-1.099, -2.466, 3.582], [-1.189, 2.456, 3.602], [-0.032, 3.988, -5.530], [-0.008, 0.011, 1.933], [0.465, 5.151, -1.103], [-6.672, 1.618, -2.955], [-5.863, 1.270, -0.988], [4.027, -0.001, 3.106], [1.033, -4.802, 1.816]], "atomic_forces_ev_per_a": [[0.04, 0.02, -0.06], [0.09, 0.01, 0.10], [-0.01, 0.02, 0.01], [1.28, -0.06, -0.61], [0.00, -0.01, 0.00], [0.03, 0.01, 0.01], [-0.04, 0.02, 0.01], [0.04, 0.30, 0.04], [-0.03, -0.04, -0.07], [0.06, 0.29, 0.01], [0.56, 0.00, 0.40], [-0.29, -0.12, -0.21], [-0.04, -0.01, 0.02], [0.02, 0.04, -0.02], [-0.02, 0.03, 0.06], [-0.18, -0.09, -0.22], [0.20, 0.02, -0.23], [-0.07, 0.28, -0.04], [0.37, -0.16, -0.40], [0.04, -0.15, 0.06], [-0.07, 0.02, -0.02], [0.10, 0.00, 0.10], [0.00, -0.01, 0.00], [0.27, 0.26, 0.38], [0.12, 0.04, -0.24], [-0.06, -0.03, -0.02], [0.00, 0.01, -0.04], [-0.08, 0.03, 0.05], [-0.01, -0.05, 0.01], [0.23, 0.03, -0.14], [0.07, -0.05, -0.09], [-0.01, 0.00, 0.00], [0.07, -0.27, 0.01], [-0.04, 0.00, -0.05], [0.08, 0.02, 0.07], [0.07, -0.08, 0.12], [0.07, 0.02, 0.08], [-0.72, 0.29, -0.64], [0.06, 0.01, 0.00], [-0.01, 0.05, 0.01], [0.18, -1.83, 0.53], [0.00, 0.00, -0.04], [0.06, -0.13, 0.03], [0.05, 0.10, 0.02], [0.21, 0.01, -0.03], [-0.13, -0.12, -0.21], [-0.06, 2.20, -0.41], [0.34, -0.04, 0.57], [0.02, 0.01, 0.00], [-0.02, -0.81, -0.06], [-0.22, 0.23, 0.12], [-0.20, -0.07, -0.31], [0.02, 0.01, 0.07], [-0.07, 0.00, 0.05], [0.01, -0.05, 0.01], [0.01, 0.02, 0.02], [0.07, -0.23, 0.00], [-0.03, -0.12, -0.06], [-0.04, -0.03, 0.02], [0.01, -0.08, 0.03], [0.02, -0.17, 0.14], [0.03, 0.00, -0.06], [-0.02, 0.01, -0.02], [-0.01, 0.01, 0.02], [0.00, 0.01, 0.01], [-0.02, -0.01, 0.00], [-0.56, 0.35, 0.20], [-0.01, -0.02, -0.03], [-0.06, -0.08, -0.02], [-0.67, 0.01, 1.27], [-0.29, -0.04, 0.25], [-0.31, -0.12, 0.10], [0.01, 0.02, 0.00], [-0.01, -0.01, 0.07], [-0.22, 0.01, 0.21], [0.25, -0.05, -0.35], [-0.09, -0.03, 0.05], [0.03, -0.03, 0.03], [0.11, 0.05, 0.23], [0.01, 0.01, -0.03], [-0.03, -0.01, -0.01], [0.03, -0.04, 0.00], [0.00, 0.01, 0.01], [0.02, -0.05, -0.02], [0.04, -0.01, -0.10], [0.00, 0.00, -0.03], [-0.05, -0.05, 0.02], [0.01, 0.00, 0.04], [-0.03, -0.08, -0.02], [0.00, 0.05, 0.00], [0.08, -0.02, -0.07], [-0.03, 0.01, -0.05], [-0.01, -0.02, -0.06], [0.01, 0.00, -0.04], [-0.67, 0.34, -0.78], [0.01, -0.02, 0.00], [-0.02, -0.01, 0.00], [0.10, 0.07, 0.04], [-0.04, 0.02, 0.19], [0.02, 0.06, 0.03]]}

=====

[4]
{"formula": "C3H4N2O", "method": "ωB97M-V/def2-TZVPD", "smiles": "O/N=C/N1C=C1", "lumo_ev": 0.954, "homo_lumo_gap_ev": 9.2, "homo_energy_ha": -0.303, "elements": ["H", "C", "O", "C", "N", "H", "H", "N", "H", "C"], "xyz": [[2.085, 0.534, 0.985], [-0.950, 0.048, 0.017], [-1.221, 1.423, -1.787], [1.423, -0.214, 0.852], [-0.468, 0.926, -0.788], [0.698, -2.355, 0.802], [-0.513, 1.993, -2.157], [-0.125, -0.285, 1.092], [-1.759, -0.720, -0.113], [0.831, -1.351, 1.096]], "atomic_forces_ev_per_a": [[2.02, 2.09, 0.08], [0.89, -1.23, -1.69], [0.29, 0.62, -1.37], [-3.35, -3.12, 0.93], [0.21, -1.08, 2.75], [0.29, -1.14, 0.45], [-1.24, -0.16, -0.31], [0.46, 0.93, 1.26], [0.07, 1.51, -0.07], [0.35, 1.57, -2.02]]}

=====

[5]
{"formula": "C3H5BrS", "method": "ωB97M-V/def2-TZVPD", "lumo_ev": 0.787, "homo_lumo_gap_ev": 9.8, "homo_energy_ha": -0.330, "elements": ["H", "C", "H", "C", "H", "H", "S", "Br", "H", "C"], "xyz": [[1.018, -0.310, 1.473], [-0.370, 1.449, -0.710], [0.655, 1.757, -0.799], [-0.745, 0.390, -0.043], [-0.339, -1.516, 1.455], [-1.119, 2.060, -1.195], [1.188, -1.876, -0.351], [-2.541, -0.169, 0.140], [1.910, -0.873, -0.852], [0.342, -0.912, 0.882]], "atomic_forces_ev_per_a": [[-0.03, -0.05, 0.22], [-0.22, 0.28, -0.15], [0.37, -0.05, 0.06], [1.60, -3.44, 2.56], [-0.20, -0.05, 0.08], [0.03, 0.06, -0.07], [-0.02, -0.41, 0.05], [-0.08, 0.18, -0.15], [0.08, 0.09, -0.02], [-1.54, 3.39, -2.58]]}

=====

[6]
{"formula": "C8H18I2NOP2PdS", "method": "ωB97M-V/def2-TZVPD", "charge": 3, "multiplicity": 5, "lumo_ev": [-12.928, -14.984], "homo_lumo_gap_ev": [5.7, 3.4], "homo_energy_ha": [-0.683, -0.676], "elements": ["H", "H", "S", "H", "H", "C", "I", "C", "O", "P", "C", "H", "H", "P", "H", "H", "C", "N", "C", "H", "H", "I", "H", "C", "H", "H", "C", "C", "Pd", "H", "H", "H", "H", "H"], "xyz": [[-2.402, -2.412, 0.912], [3.967, -0.654, -1.704], [0.000, 0.109, 4.734], [4.011, -1.374, 1.017], [2.642, -1.014, 2.111], [-2.831, -0.698, -1.745], [-0.421, 1.646, -3.343], [-2.868, -1.434, 1.089], [-0.062, 3.415, 0.566], [-2.217, -0.218, -0.100], [-0.043, 2.331, 0.079], [2.827, 1.673, 1.327], [4.208, 1.190, 0.278], [2.223, -0.144, -0.092], [-2.917, 2.063, -0.405], [2.573, 0.160, -2.468], [2.913, -1.338, 1.099], [0.004, -0.524, 2.007], [3.128, 1.375, 0.319], [-2.885, 1.579, 1.310], [-2.608, -1.097, 2.101], [0.346, -0.835, -4.254], [-4.246, 1.046, 0.255], [2.867, -0.607, -1.735], [2.482, -2.332, 0.922], [-2.364, -1.643, -2.056], [0.003, -0.316, 3.201], [-3.173, 1.271, 0.301], [-0.006, 0.390, -0.065], [-3.963, -1.506, 1.004], [2.848, 2.161, -0.385], [-2.546, 0.082, -2.472], [-3.929, -0.774, -1.727], [2.439, -1.571, -2.048]], "atomic_forces_ev_per_a": [[-0.23, 0.16, 0.11], [-0.33, -0.12, 0.01], [0.01, -0.50, -0.78], [-0.36, 0.04, -0.12], [0.15, -0.10, -0.24], [0.35, 0.02, -0.23], [0.80, -1.64, -0.98], [0.45, -0.21, 0.02], [0.09, -6.18, -3.06], [-2.76, -0.07, -0.25], [-0.04, 7.07, 3.41], [0.22, 0.11, -0.07], [-0.18, 0.10, 0.06], [2.76, 0.09, -0.17], [-0.19, 0.05, 0.09], [0.22, -0.16, 0.29], [-0.45, -0.23, -0.02], [-0.01, 0.21, 0.43], [-0.23, -0.04, -0.05], [-0.24, 0.14, -0.08], [-0.16, -0.13, -0.23], [-0.74, 1.79, 0.35], [0.18, 0.12, 0.06], [-0.25, 0.01, -0.14], [0.22, 0.15, 0.11], [-0.34, 0.15, 0.06], [-0.01, 0.76, -0.12], [0.26, -0.05, 0.02], [-0.04, -1.27, 1.07], [0.37, 0.04, -0.12], [0.19, 0.05, 0.08], [-0.33, -0.39, 0.36], [0.32, -0.13, 0.02], [0.34, 0.17, 0.14]]}

=====

For reference, electronic energy by record: -8642.6135, -297.5411, -3858.1815, -301.2360, -3089.4292, -2248.5609 Ha.